{
  "formula": "C2H5OP",
  "method": "ωB97M-V/def2-TZVPD",
  "symbols": ["O", "C", "C", "P", "H", "H", "H", "H", "H"],
  "positions_angstrom": [[1.275, -0.810, 0.123], [0.192, -0.231, -0.563], [-0.366, 0.963, 0.085], [-1.509, -0.554, -0.022], [0.960, -1.742, -0.046], [0.440, -0.166, -1.614], [0.058, 1.377, 0.934], [-0.698, 1.717, -0.566], [-0.953, -0.886, 1.448]],
  "charge": 0,
  "e_tot_ha": -495.71576,
  "relative_energy_kj_mol": 170.1,
  "e_lumo_ev": 0.99
}